1.
DFT (ωB97M-V/def2-TZVPD) results for the molecule C6H13N in a non-equilibrium geometry.

```
20
C6H13N (ωB97M-V/def2-TZVPD)
N -1.029 0.701 0.634
C 0.146 -1.490 0.348
C -2.298 1.402 0.535
C 1.444 -1.293 -0.437
C -1.031 -0.580 -0.034
C 2.129 -0.008 -0.100
C 1.967 1.136 -0.741
H 2.421 2.052 -0.401
H 1.402 1.163 -1.662
H -1.966 -1.044 0.308
H -0.226 -2.506 0.196
H -0.251 1.304 0.423
H 2.800 -0.045 0.755
H 1.190 -1.330 -1.501
H -1.109 -0.548 -1.129
H -2.575 1.586 -0.508
H 0.219 -1.437 1.432
H -3.061 0.753 0.973
H 2.084 -2.139 -0.196
H -2.258 2.325 1.104
```

## Properties
SMILES string ... C=CCCCNC
Energy ... -7921.8724 eV
Strongest force on any atom ... 0.0228 hartree/bohr
Gap between HOMO and LUMO ... 9.7 eV
E_HOMO ... -8.4 eV
Energy above the lowest of the compared OMol25 structures with the same formula, charge and spin ... 92.7 kJ/mol
Charge ... 0

Results of the Mulliken charge analysis, in e, for atoms 1 through 8: atom 1 (N): -0.2803, atom 2 (C): -0.8045, atom 3 (C): -0.9226, atom 4 (C): -0.6620, atom 5 (C): -0.6275, atom 6 (C): 0.0535, atom 7 (C): -0.9721, atom 8 (H): 0.3056

2.
DFT (ωB97M-V/def2-TZVPD) results for a cluster of 2 separate species, C4H7N3 in total.

```
14
C4H7N3 (ωB97M-V/def2-TZVPD)
N -1.666 0.290 0.025
N 1.690 -0.075 0.060
N 0.401 -0.529 -0.118
C -1.184 -1.811 0.469
C 0.440 1.718 -0.345
C 1.715 1.272 -0.177
C -0.385 0.545 -0.197
H -2.293 0.853 -0.549
H 2.651 1.817 -0.165
H -0.397 -2.558 0.455
H -1.974 -2.025 -0.238
H 2.429 -0.688 -0.248
H -1.535 -1.550 1.459
H 0.109 2.742 -0.431
```

## Properties
Energy ... -8727.2697 eV
Strongest force on any atom ... 0.0055 hartree/bohr
Gap between HOMO and LUMO (spin up / spin down) ... 7.9 / 7.9 eV
E_HOMO (spin up / spin down) ... -7.6 / -7.6 eV
Energy above the lowest of the compared OMol25 structures with the same formula, charge and spin ... 425.5 kJ/mol
Charge ... 0

Results of the Mulliken charge analysis, in e, for atoms 1 through 8: atom 1 (N): -0.6394, atom 2 (N): -0.2954, atom 3 (N): -0.2057, atom 4 (C): -0.4360, atom 5 (C): -0.6030, atom 6 (C): -0.2949, atom 7 (C): 0.5384, atom 8 (H): 0.1795

3.
DFT (ωB97M-V/def2-TZVPD) results for a structure of composition C6H9NO2 in a non-equilibrium geometry.

```
18
C6H9NO2 (ωB97M-V/def2-TZVPD)
O 1.653 1.247 1.845
O 2.435 2.440 0.078
N -0.381 -2.509 -0.796
C -1.001 -1.121 -0.763
C -3.598 -1.062 -0.150
C -0.077 -0.291 0.205
C -2.340 -1.160 -0.329
C 0.749 0.730 -0.408
C 1.582 1.535 0.658
H 0.387 -1.306 1.074
H -0.925 -3.032 -1.347
H -0.617 -0.019 1.064
H 1.503 0.465 -1.063
H -4.539 -0.890 -0.086
H 0.555 -2.596 -1.040
H 2.500 2.672 -0.876
H -0.870 -0.501 -1.871
H 0.069 1.481 -0.939
```

## Properties
Energy ... -11947.9363 eV
Strongest force on any atom ... 0.2430 hartree/bohr
Gap between HOMO and LUMO ... 9.9 eV
E_HOMO ... -9.5 eV
Energy above the lowest of the compared OMol25 structures with the same formula, charge and spin ... 519.3 kJ/mol
Charge ... 0

Results of the Mulliken charge analysis, in e, for atoms 1 through 8: atom 1 (O): -0.5228, atom 2 (O): -0.5119, atom 3 (N): -0.6708, atom 4 (C): 0.9676, atom 5 (C): -0.2689, atom 6 (C): -1.1931, atom 7 (C): -0.9192, atom 8 (C): -0.4930